DFT (the ωB97M-V functional and the def2-TZVPD basis) results for a cluster of 3 separate species, C4H9NO2 in total at a distorted geometry.

Structure (XYZ):
```
16
Properties=species:S:1:pos:R:3:forces:R:3
C -0.569312 -0.615199 -1.976579 1.3 0.5 2.4
C 0.571993 0.221016 -1.924145 -2.7 -1.1 0.6
N 1.127013 0.111383 -0.646014 -1.4 -0.6 -3.2
C 0.443313 -0.835645 0.030924 1.4 -0.5 1.8
C -0.654112 -1.240785 -0.665268 2.0 1.4 -2.0
H -1.345354 -0.701192 -2.707112 0.1 0.1 -0.6
H 0.659201 0.988910 -2.665051 1.0 0.4 0.1
H 1.932985 0.578604 -0.353939 1.0 0.7 0.6
H 0.954589 -1.292694 0.921443 -1.0 0.6 -0.8
H -1.136676 -2.088785 -0.371249 -1.8 -1.9 0.5
H -1.024784 -0.517007 1.658629 0.5 -0.3 -0.7
H -2.435364 -0.100825 1.885189 -0.7 0.2 -0.3
O -1.632979 -0.293016 2.351448 0.1 0.2 1.0
H 1.184440 2.685476 1.370369 -0.8 2.6 -0.1
H 0.550425 1.308690 1.657542 0.6 0.7 -0.2
O 1.374623 1.791062 1.433807 0.2 -3.0 0.6
```
Forces are in eV/Å.

## Properties
Strongest force on any atom in Eh/bohr: 0.0688
HOMO-LUMO gap in eV: 9.459
Structure (SMILES): c1cc[nH]c1.O.O
2S+1: 1
HOMO energy in eV: -8.6708
Electronic energy in eV: -9878.1172
ΔE to the lowest compared entry with this formula, charge and spin in eV: 1.9434

DFT (the ωB97M-V functional and the def2-TZVPD basis) results for the molecule C4H9NO2.

Structure (XYZ):
```
16
Properties=species:S:1:pos:R:3:forces:R:3
C -0.441450 -1.662729 -0.706391 0.0 -0.1 0.0
C -0.351994 -0.330913 0.029858 -0.1 -0.1 0.1
C 0.617010 -0.413458 1.218634 0.1 -0.3 -0.2
O 0.390074 0.550185 2.207942 0.0 0.2 0.0
N 0.030827 0.698102 -0.944876 0.0 0.1 0.0
C -0.016332 2.025045 -0.712642 0.0 0.1 0.1
O -0.233591 2.547196 0.371491 0.1 -0.2 -0.3
H -1.100739 -1.592509 -1.578371 0.1 0.0 0.1
H -0.841054 -2.435483 -0.044802 0.1 0.1 -0.1
H 0.550105 -1.987507 -1.045436 -0.1 0.0 0.0
H -1.335649 -0.058534 0.433478 0.1 0.0 -0.1
H 0.484799 -1.390218 1.700437 0.0 0.1 -0.1
H 1.647454 -0.380533 0.821913 -0.1 0.0 0.1
H 0.216428 1.398145 1.760105 0.0 0.0 0.1
H 0.221144 0.404762 -1.891532 0.0 0.0 0.1
H 0.162967 2.628449 -1.619806 0.0 -0.1 0.1
```
Forces are in eV/Å.

## Properties
Strongest force on any atom in Eh/bohr: 0.0076
HOMO-LUMO gap in eV: 10.640
Structure (SMILES): C[C@@H](CO)NC=O
2S+1: 1
HOMO energy in eV: -9.8991
Electronic energy in eV: -9879.2793
ΔE to the lowest compared entry with this formula, charge and spin in eV: 0.7814

DFT (the ωB97M-V functional and the def2-TZVPD basis) results for a cluster of 2 separate species, C4H9NO2 in total.

Structure (XYZ):
```
16
Properties=species:S:1:pos:R:3:forces:R:3
C -1.188166 1.190443 -0.196925 0.0 0.0 0.0
C -1.488523 0.123081 0.816505 -0.2 0.2 0.0
C -1.666531 -1.279373 0.440191 -0.2 -0.1 -0.1
O -0.469379 -0.843793 1.083885 0.2 -0.1 0.1
N 2.067580 0.930932 -0.532596 0.3 -0.3 -0.1
C 2.571676 -0.232229 -0.592649 0.1 0.3 -0.1
O 1.957411 -1.314124 -0.131000 -0.2 0.0 0.1
H -0.555643 1.966997 0.237494 -0.1 -0.1 0.0
H -2.124161 1.641659 -0.543274 0.1 -0.1 0.1
H -0.646202 0.776257 -1.049850 -0.1 0.0 0.1
H -1.982706 0.457428 1.729030 0.0 -0.1 -0.1
H -2.291006 -1.937225 1.040710 0.1 0.1 -0.1
H -1.548341 -1.561378 -0.605108 0.0 0.0 0.1
H 1.102252 -1.029614 0.270594 0.0 -0.1 0.0
H 2.714851 1.595367 -0.944044 0.0 0.1 0.0
H 3.546890 -0.484426 -1.022962 -0.1 0.0 0.1
```
Forces are in eV/Å.

## Properties
Strongest force on any atom in Eh/bohr: 0.0073
HOMO-LUMO gap in eV: 11.103
Structure (SMILES): C[C@H]1CO1.[H]/N=C/O
2S+1: 1
HOMO energy in eV: -10.0191
Electronic energy in eV: -9877.7333
ΔE to the lowest compared entry with this formula, charge and spin in eV: 2.3273

DFT (the ωB97M-V functional and the def2-TZVPD basis) results for a cluster of 2 separate species, C4H9NO2 in total.

Structure (XYZ):
```
16
Properties=species:S:1:pos:R:3:forces:R:3
C 1.824919 -0.929722 -0.742867 0.0 0.0 0.0
C 0.041485 2.333919 0.686809 -0.1 -0.1 -0.1
N -0.899169 1.928408 -0.062858 0.3 0.3 0.1
C 0.543449 -0.949533 0.050337 0.2 0.1 0.3
O 0.477883 -0.689314 1.232369 0.0 -0.2 -0.4
O -0.510272 -1.297829 -0.692526 0.1 0.0 0.0
C -1.758226 -1.302369 0.008536 -0.2 0.0 0.1
H 1.716953 -1.430294 -1.705928 0.0 0.1 0.1
H 2.124597 0.109916 -0.910863 -0.1 -0.1 0.0
H 2.605283 -1.410620 -0.148504 -0.1 0.1 -0.1
H 0.581063 1.595905 1.283138 -0.1 0.1 0.0
H 0.355457 3.381238 0.776459 -0.1 -0.1 -0.1
H -1.323904 2.711371 -0.565060 0.0 -0.1 0.0
H -2.492994 -1.676132 -0.705371 0.1 0.1 0.1
H -1.695744 -1.961986 0.877732 0.0 0.1 -0.1
H -1.999627 -0.285675 0.327056 0.0 -0.2 0.0
```
Forces are in eV/Å.

## Properties
Strongest force on any atom in Eh/bohr: 0.0092
HOMO-LUMO gap in eV: 11.155
Structure (SMILES): COC(C)=O.C=N
2S+1: 1
HOMO energy in eV: -10.1077
Electronic energy in eV: -9878.3841
ΔE to the lowest compared entry with this formula, charge and spin in eV: 1.6766

DFT (the ωB97M-V functional and the def2-TZVPD basis) results for the molecule C4H9NO2.

Structure (XYZ):
```
16
Properties=species:S:1:pos:R:3:forces:R:3
N 2.118223 -0.496574 1.783777 0.0 0.0 0.1
C 1.130319 -1.048531 1.023988 -0.1 -0.1 0.0
O 0.643140 -2.134467 1.289628 0.2 0.3 -0.1
C 0.634014 -0.221425 -0.152001 0.0 0.0 -0.1
C -0.852707 0.070142 0.070961 -0.1 0.0 0.1
C -1.583948 0.507940 -1.181524 -0.2 -0.4 0.2
O -0.957061 1.668306 -1.697234 -0.1 0.2 -0.3
H 2.354831 -0.962582 2.646604 0.0 0.0 -0.1
H 2.441857 0.444798 1.641278 -0.1 -0.1 0.0
H 1.200345 0.704784 -0.297089 -0.1 -0.2 0.1
H 0.755195 -0.825754 -1.058734 0.0 0.0 0.1
H -1.317451 -0.849046 0.445397 0.0 0.2 -0.1
H -0.959316 0.839677 0.846846 0.0 -0.1 -0.1
H -1.563435 -0.315468 -1.914606 0.0 0.2 0.1
H -2.637693 0.706525 -0.931898 0.2 0.0 -0.1
H -1.406310 1.911673 -2.515400 0.1 0.0 0.1
```
Forces are in eV/Å.

## Properties
Strongest force on any atom in Eh/bohr: 0.0090
HOMO-LUMO gap in eV: 10.620
Structure (SMILES): NC(=O)CCCO
2S+1: 1
HOMO energy in eV: -9.7626
Electronic energy in eV: -9879.4865
ΔE to the lowest compared entry with this formula, charge and spin in eV: 0.5742

DFT (the ωB97M-V functional and the def2-TZVPD basis) results for the molecule C4H9NO2 at a distorted geometry.

Structure (XYZ):
```
16
Properties=species:S:1:pos:R:3:forces:R:3
C 1.708293 -0.350694 -1.423931 -0.2 0.0 0.2
N 1.850956 0.660413 -0.372802 -0.5 0.2 0.8
C 1.215077 0.979439 0.660813 -0.4 -0.1 0.1
O 0.025044 0.534660 1.356425 0.5 -0.1 -0.7
C -1.206053 0.725880 0.659571 -0.1 0.0 -0.4
C -1.771443 -0.662241 0.350141 -0.3 0.0 0.0
O -0.701725 -1.549668 0.141670 0.0 -0.2 0.1
H 0.852537 -1.015558 -1.293974 0.1 0.1 -0.1
H 1.649877 0.149699 -2.402733 -0.1 0.0 0.4
H 2.632150 -0.948760 -1.468097 -0.3 0.3 0.2
H 1.488560 1.775470 1.339699 1.0 0.3 -0.4
H -1.919679 1.319898 1.252130 0.4 -0.2 0.1
H -0.981037 1.289671 -0.247287 -0.2 -0.1 -0.2
H -2.398238 -1.016253 1.181403 0.0 0.1 -0.1
H -2.379894 -0.623344 -0.557242 0.0 -0.1 0.1
H -0.064431 -1.268611 0.824219 0.0 -0.3 -0.3
```
Forces are in eV/Å.

## Properties
Strongest force on any atom in Eh/bohr: 0.0224
HOMO-LUMO gap in eV: 10.543
Structure (SMILES): C/N=C\OCCO
2S+1: 1
HOMO energy in eV: -9.6103
Electronic energy in eV: -9877.0409
ΔE to the lowest compared entry with this formula, charge and spin in eV: 3.0197

DFT (the ωB97M-V functional and the def2-TZVPD basis) results for a cluster of 2 separate species, C4H9NO2 in total.

Structure (XYZ):
```
16
Properties=species:S:1:pos:R:3:forces:R:3
C -1.817084 1.377636 0.952011 -0.1 0.1 0.1
N -0.750735 0.968597 0.072229 0.4 0.0 0.1
C 0.296002 0.394533 0.486701 -0.1 0.4 -0.2
O -0.174217 -2.284953 0.437442 0.0 -0.2 -0.6
C 0.021285 -2.243106 -0.753443 -0.1 -0.1 0.3
C 1.422321 0.279693 -0.526495 0.1 -0.1 0.3
O 0.993239 0.748890 -1.770043 0.0 0.1 -0.1
H -1.814870 2.472985 0.942914 -0.1 -0.1 0.1
H -2.783370 1.059618 0.548609 0.2 0.0 0.1
H -1.719314 1.030731 1.990087 0.1 0.0 -0.2
H 0.459988 0.056840 1.517463 0.0 0.1 -0.1
H 0.553706 -3.057714 -1.277470 -0.1 0.0 0.0
H -0.281243 -1.380003 -1.376970 -0.1 -0.2 0.1
H 2.266784 0.862992 -0.126582 -0.1 0.1 -0.1
H 1.804092 -0.744404 -0.640939 -0.1 0.2 0.2
H 0.118921 1.147253 -1.572616 0.1 0.0 -0.2
```
Forces are in eV/Å.

## Properties
Strongest force on any atom in Eh/bohr: 0.0114
HOMO-LUMO gap in eV: 10.877
Structure (SMILES): C/N=C/CO.C=O
2S+1: 1
HOMO energy in eV: -10.0882
Electronic energy in eV: -9877.1580
ΔE to the lowest compared entry with this formula, charge and spin in eV: 2.9027

DFT (the ωB97M-V functional and the def2-TZVPD basis) results for the molecule C4H9NO2 at a distorted geometry.

Structure (XYZ):
```
16
Properties=species:S:1:pos:R:3:forces:R:3
C 0.158577 0.024710 0.861567 -0.7 0.7 1.2
C -0.416491 0.278214 -0.512176 -0.9 -0.2 -0.5
C -1.825632 0.875437 -0.448439 0.6 0.4 1.2
O 0.439656 1.186770 -1.184366 0.1 -0.1 -0.2
C 1.494332 -0.662081 0.903413 0.0 0.3 -1.6
N 1.495449 -1.981853 0.430370 0.6 0.2 0.5
O 2.512569 -0.072926 1.174703 0.0 -0.3 0.8
H 0.249820 0.995961 1.360192 0.3 0.0 -0.2
H -0.583178 -0.493630 1.480208 0.2 -0.4 -0.3
H -0.517711 -0.667841 -1.066287 0.4 0.0 -0.1
H -1.677994 1.869741 -0.007670 -0.3 0.1 -0.4
H -2.306028 0.926782 -1.419498 0.0 0.1 -0.1
H -2.475000 0.367170 0.264901 0.0 -0.3 -0.2
H -0.090350 1.727207 -1.783837 0.2 -0.2 0.1
H 1.078919 -2.084955 -0.485933 -0.2 -0.1 0.2
H 2.463062 -2.288707 0.432854 -0.1 -0.2 -0.2
```
Forces are in eV/Å.

## Properties
Strongest force on any atom in Eh/bohr: 0.0317
HOMO-LUMO gap in eV: 10.556
Structure (SMILES): C[C@@H](O)CC(N)=O
2S+1: 1
HOMO energy in eV: -9.7607
Electronic energy in eV: -9879.1770
ΔE to the lowest compared entry with this formula, charge and spin in eV: 0.8837

DFT (the ωB97M-V functional and the def2-TZVPD basis) results for a cluster of 2 separate species, C4H9NO2 in total at a distorted geometry.

Structure (XYZ):
```
16
Properties=species:S:1:pos:R:3:forces:R:3
C 0.642417 -0.023627 0.122504 -0.3 -1.0 -1.3
C 1.829602 0.812908 -0.301021 -0.1 -0.1 0.0
C -1.773955 0.051981 0.019825 0.7 0.9 -0.5
N 0.967647 -0.981912 1.096180 0.2 -0.2 0.2
C -0.608888 0.685412 0.338304 -0.7 -0.2 0.0
O -2.954794 0.709869 0.094910 0.0 -0.4 0.1
O -1.796179 -1.114506 -0.574753 1.3 -0.5 -0.6
H -0.694931 -1.182368 -1.048245 -2.1 0.3 1.1
H -3.628811 0.130517 -0.286363 0.1 0.0 0.0
H 0.319668 -0.810240 -1.058091 0.9 1.1 0.9
H 1.749797 -1.577495 0.857489 0.0 0.0 0.0
H 0.174697 -1.528898 1.403086 0.0 0.1 0.0
H -0.605613 1.748733 0.516550 0.0 0.0 0.1
H 2.124726 1.455448 0.530980 0.0 0.0 0.0
H 2.683225 0.185760 -0.558056 0.0 0.0 0.0
H 1.571392 1.438419 -1.153299 0.0 0.0 0.0
```
Forces are in eV/Å.

## Properties
Strongest force on any atom in Eh/bohr: 0.0462
HOMO-LUMO gap in eV: 8.992
2S+1: 1
HOMO energy in eV: -8.2960
Electronic energy in eV: -9876.9343
ΔE to the lowest compared entry with this formula, charge and spin in eV: 3.1263

DFT (the ωB97M-V functional and the def2-TZVPD basis) results for the molecule C4H9NO2 at a distorted geometry.

Structure (XYZ):
```
16
Properties=species:S:1:pos:R:3:forces:R:3
C -1.098140 -0.133580 -1.025856 -0.2 -0.8 -0.1
C -0.650270 0.767611 0.158281 0.5 -0.6 -0.3
O -1.668520 1.404917 0.930722 -0.1 -0.4 -0.4
C 0.085537 -0.226153 1.055289 0.2 -0.3 0.1
C 1.071710 -0.924692 0.129146 0.7 -0.8 0.5
O 0.861056 -1.979431 -0.472358 0.6 0.1 0.9
N 2.211434 -0.250673 -0.098117 0.3 0.2 0.0
H -2.056584 -0.561437 -0.739646 -0.5 0.2 0.0
H -0.444082 -1.185697 -1.096437 -2.0 3.4 -0.7
H -1.258580 0.496212 -1.920480 0.3 -0.7 0.1
H 0.055334 1.555478 -0.162757 -0.2 -0.3 -0.1
H -2.313226 1.801687 0.329830 0.2 -0.1 0.1
H 0.587490 0.222559 1.918698 -0.1 0.0 -0.1
H -0.650878 -0.955254 1.402434 0.2 0.0 0.0
H 2.808804 -0.603586 -0.828453 0.1 0.1 0.2
H 2.458916 0.572045 0.419710 0.0 0.1 -0.1
```
Forces are in eV/Å.

## Properties
Strongest force on any atom in Eh/bohr: 0.0779
HOMO-LUMO gap in eV: 10.560
Structure (SMILES): C[C@@H](O)CC(N)=O
2S+1: 1
HOMO energy in eV: -9.7573
Electronic energy in eV: -9878.4019
ΔE to the lowest compared entry with this formula, charge and spin in eV: 1.6587

DFT (the ωB97M-V functional and the def2-TZVPD basis) results for a cluster of 2 separate species, C4H9NO2 in total.

Structure (XYZ):
```
16
Properties=species:S:1:pos:R:3:forces:R:3
C -1.015845 -0.602494 -0.307674 0.0 -0.1 0.0
C -1.309909 0.832934 0.129219 0.0 0.1 0.0
C -0.440372 0.968880 1.382901 -0.2 0.2 0.1
O 0.665632 0.087168 1.190223 0.0 -0.3 0.1
C 0.222601 -0.994715 0.491683 -0.1 -0.4 0.1
O 0.716315 -2.083580 0.606138 -0.2 0.4 -0.1
N 1.793550 -0.584784 -1.560797 0.2 0.0 -0.3
H -1.821762 -1.303754 -0.077623 0.1 0.1 0.0
H -0.790426 -0.685115 -1.372291 0.0 -0.1 0.2
H 1.496822 -0.550532 -2.528444 0.2 0.0 -0.1
H -0.999134 1.554694 -0.631527 0.0 -0.1 0.1
H -2.367056 1.000756 0.350217 0.2 0.0 0.0
H -0.062572 1.976546 1.561739 0.0 -0.1 -0.1
H -0.977919 0.625228 2.275387 0.0 0.2 -0.1
H 2.127724 -1.525713 -1.369755 -0.1 0.2 0.0
H 2.571122 0.053896 -1.438255 0.0 -0.1 -0.1
```
Forces are in eV/Å.

## Properties
Strongest force on any atom in Eh/bohr: 0.0095
HOMO-LUMO gap in eV: 10.775
Structure (SMILES): O=C1CCCO1.N
2S+1: 1
HOMO energy in eV: -9.8540
Electronic energy in eV: -9879.2185
ΔE to the lowest compared entry with this formula, charge and spin in eV: 0.8421

DFT (the ωB97M-V functional and the def2-TZVPD basis) results for the molecule C4H9NO2.

Structure (XYZ):
```
16
Properties=species:S:1:pos:R:3:forces:R:3
C 0.039669 -1.208622 -1.749904 -0.1 0.1 -0.3
O 0.212544 -1.555066 -0.389745 0.0 -0.1 0.1
C 0.927046 -0.578419 0.341423 0.2 0.1 0.1
C -0.022881 0.519546 0.776989 -0.1 0.3 0.0
N -0.048405 1.712436 0.324178 -0.1 -0.5 0.3
O 0.947684 1.954012 -0.622448 0.1 0.3 -0.2
C -1.070791 0.142620 1.782002 0.0 0.0 0.0
H -0.890241 -1.668926 -2.094510 0.2 0.0 0.0
H -0.027946 -0.122147 -1.886384 0.0 -0.1 0.0
H 0.874926 -1.590054 -2.354389 -0.1 0.1 0.1
H 1.767064 -0.171902 -0.231361 -0.1 -0.1 0.1
H 1.321524 -1.084379 1.229928 -0.1 0.1 -0.1
H 0.788866 2.877120 -0.856623 0.1 -0.2 0.0
H -0.608249 -0.098154 2.747169 0.0 0.0 -0.2
H -1.598897 -0.752718 1.438142 0.1 0.1 0.1
H -1.784538 0.956545 1.924600 0.1 -0.1 0.0
```
Forces are in eV/Å.

## Properties
Strongest force on any atom in Eh/bohr: 0.0110
HOMO-LUMO gap in eV: 10.565
Structure (SMILES): COC/C(C)=N\O
2S+1: 1
HOMO energy in eV: -9.6071
Electronic energy in eV: -9876.8366
ΔE to the lowest compared entry with this formula, charge and spin in eV: 3.2240